Entry 1:
C5H9N2S | ωB97M-V/def2-TZVPD

Computed properties:
**E_HOMO**: -12.51 eV
**F_max**: 4.30 eV Å⁻¹
**Energy above the lowest of the compared OMol25 structures with the same formula, charge and spin**: 228.9 kJ/mol

```
! RIJCOSX wB97M-V def2-TZVPD def2/J DEFGRID3
* xyz 1 1
S 1.2338 -1.0701 -0.4337
N -0.1081 1.1041 1.1659
N 1.1886 0.2157 3.0550
C -1.3067 0.6681 -0.8664
C -0.4623 -0.9095 -2.6494
C -0.3453 0.4890 0.0775
C -1.3579 0.0203 -2.0838
C 0.7161 -1.2902 -2.0448
H 1.3811 -0.6584 2.6181
H 0.6097 0.7802 2.0079
H -2.2290 0.2466 -2.7183
H 0.5421 -0.0302 3.7497
H 1.9813 0.7103 3.3489
H -0.3554 2.0311 1.4317
H -0.6737 -1.2577 -3.6532
H 1.4790 -2.1108 -2.3858
H -2.2934 1.0617 -0.6193
*
```

Partial charges, natural (NBO), in e: atom 1 (S): 0.2692, atom 2 (N): -0.7759, atom 3 (N): -0.9796, atom 4 (C): -0.4336, atom 5 (C): -0.3239, atom 6 (C): 0.4284, atom 7 (C): 0.0029, atom 8 (C): -0.2656, atom 9 (H): 0.3952, atom 10 (H): 0.4143, atom 11 (H): 0.2391, atom 12 (H): 0.4062, atom 13 (H): 0.4121, atom 14 (H): 0.4214, atom 15 (H): 0.2564, atom 16 (H): 0.2676, atom 17 (H): 0.2659


Entry 2:
C5H9N2S2 | ωB97M-V/def2-TZVPD

Computed properties:
**E_HOMO (spin up / spin down)**: -13.07 / -13.07 eV
**F_max**: 5.87 eV Å⁻¹
**Energy above the lowest of the compared OMol25 structures with the same formula, charge and spin**: 350.6 kJ/mol
**Structure (SMILES)**: CCc1c(=S)s[nH][n+]1C

```
! RIJCOSX wB97M-V def2-TZVPD def2/J DEFGRID3
* xyz 1 1
S 2.2047 -1.5976 1.3538
S 1.3812 0.6883 2.9715
N 1.6646 -1.6876 -0.3171
N 0.6843 -0.7031 -0.5562
C 0.4995 0.1627 0.3960
C -0.4011 1.3774 0.3009
C 1.2421 -0.1431 1.5905
C 0.0558 -0.7735 -1.8920
C -1.8016 0.9535 0.7474
H 0.0615 2.2025 0.7068
H 1.1776 -2.5600 -0.5597
H -2.3962 1.6813 0.3637
H -1.6867 0.9401 1.8122
H -0.3501 1.8006 -0.6774
H -0.8948 -0.5282 -1.8636
H 0.6321 0.0543 -2.3908
H -2.2119 -0.0280 0.4213
H 0.1389 -1.8395 -2.4072
*
```

Partial charges, natural (NBO), in e: atom 1 (S): 0.6357, atom 2 (S): 0.1976, atom 3 (N): -0.5144, atom 4 (N): -0.0759, atom 5 (C): 0.3179, atom 6 (C): -0.4558, atom 7 (C): -0.4359, atom 8 (C): -0.4149, atom 9 (C): -0.5968, atom 10 (H): 0.2667, atom 11 (H): 0.4017, atom 12 (H): 0.2366, atom 13 (H): 0.2348, atom 14 (H): 0.2361, atom 15 (H): 0.2277, atom 16 (H): 0.2561, atom 17 (H): 0.2194, atom 18 (H): 0.2634


Entry 3:
C5H9N2S2 | ωB97M-V/def2-TZVPD

Computed properties:
**E_HOMO**: -13.14 eV
**F_max**: 3.81 eV Å⁻¹
**Energy above the lowest of the compared OMol25 structures with the same formula, charge and spin**: 179.6 kJ/mol

```
! RIJCOSX wB97M-V def2-TZVPD def2/J DEFGRID3
* xyz 1 1
S 3.3549 2.1006 1.7220
S 3.7829 -0.3242 0.1250
N 1.5076 0.2100 1.1254
N -0.1946 0.7684 -0.8637
C 2.6670 0.6511 1.0066
C -0.9545 -0.2588 -0.4349
C -0.4404 -1.0426 0.5933
C 0.7399 -0.8624 1.1828
C -2.2592 -0.5184 -1.0000
H 2.2302 2.4855 2.4019
H -0.5095 1.3674 -1.6890
H -2.5567 -1.2661 -0.3179
H -1.0367 -1.9478 0.8611
H 0.8162 0.7841 -0.5224
H 4.5968 0.5861 -0.3560
H 1.0865 -1.5286 1.9943
H -3.0187 0.2974 -0.9430
H -2.1694 -0.9136 -2.0850
*
```

Partial charges, natural (NBO), in e: atom 1 (S): 0.1504, atom 2 (S): 0.1191, atom 3 (N): -0.5050, atom 4 (N): -0.7066, atom 5 (C): 0.0165, atom 6 (C): 0.4040, atom 7 (C): -0.4147, atom 8 (C): 0.1572, atom 9 (C): -0.6912, atom 10 (H): 0.1658, atom 11 (H): 0.4341, atom 12 (H): 0.2429, atom 13 (H): 0.2544, atom 14 (H): 0.4292, atom 15 (H): 0.1563, atom 16 (H): 0.2394, atom 17 (H): 0.2742, atom 18 (H): 0.2741


Entry 4:
C5H9N2S3 | ωB97M-V/def2-TZVPD

Computed properties:
**E_HOMO (spin up / spin down)**: -10.66 / -10.66 eV
**F_max**: 4.16 eV Å⁻¹
**Energy above the lowest of the compared OMol25 structures with the same formula, charge and spin**: 144.6 kJ/mol

```
! RIJCOSX wB97M-V def2-TZVPD def2/J DEFGRID3
* xyz 1 1
S 1.9316 -1.6981 0.9711
S 0.3449 -5.4267 -0.3557
S -0.6014 0.3386 0.7874
N 1.4503 -3.0336 0.4077
N -0.8589 3.1830 0.7184
C -1.7875 3.9713 1.6308
C 0.0995 3.8177 -0.2128
C 0.8886 -5.8593 -1.9938
C 1.1029 -4.0176 -0.1341
C -0.7922 1.8963 0.8160
H 0.2635 3.0740 -0.9577
H 0.5101 -6.7465 -2.4077
H -2.2236 3.2227 2.2890
H 1.9914 -5.7938 -2.1006
H -1.0159 4.5628 2.1453
H -0.2754 4.8708 -0.4043
H -2.5595 4.4950 1.0170
H 0.4582 -4.9633 -2.4352
H 1.0734 4.1066 0.2193
*
```

Partial charges, natural (NBO), in e: atom 1 (S): 0.0340, atom 2 (S): 0.4152, atom 3 (S): 0.4817, atom 4 (N): -0.4237, atom 5 (N): -0.3982, atom 6 (C): -0.3867, atom 7 (C): -0.4185, atom 8 (C): -0.7419, atom 9 (C): 0.0750, atom 10 (C): 0.1839, atom 11 (H): 0.2379, atom 12 (H): 0.2549, atom 13 (H): 0.2361, atom 14 (H): 0.2444, atom 15 (H): 0.2373, atom 16 (H): 0.2504, atom 17 (H): 0.2496, atom 18 (H): 0.2309, atom 19 (H): 0.2377


Entry 5:
C5H9N3 | ωB97M-V/def2-TZVPD

Computed properties:
**E_HOMO**: -7.87 eV
**F_max**: 8.94 eV Å⁻¹
**Energy above the lowest of the compared OMol25 structures with the same formula, charge and spin**: 713.1 kJ/mol
**Structure (SMILES)**: C=N/N=C\N1CCC1

```
! RIJCOSX wB97M-V def2-TZVPD def2/J DEFGRID3
* xyz 0 1
N 0.5049 0.7301 -0.1284
N -1.7670 -0.1214 -0.4174
N -1.6799 1.3999 -0.1371
C -2.9961 -0.5505 0.1613
C 1.8928 -0.8594 -0.0015
C -0.3482 1.6800 0.0990
C 1.9288 0.7211 -0.0324
C 0.2390 -0.8248 -0.0105
H -3.0946 -1.8036 -0.0645
H 0.2268 2.6123 0.3126
H 2.2812 -1.4635 -0.9213
H 2.2394 1.1983 -0.9867
H -3.8957 0.1294 0.4342
H -0.0386 -1.4269 0.9241
H 2.3393 1.4169 0.6031
H -0.2360 -1.5176 -0.7044
H 2.4041 -1.3202 0.8699
*
```

Partial charges, natural (NBO), in e: atom 1 (N): -0.3940, atom 2 (N): -0.3046, atom 3 (N): -0.4307, atom 4 (C): -0.1159, atom 5 (C): -0.4330, atom 6 (C): 0.2689, atom 7 (C): -0.2290, atom 8 (C): -0.2060, atom 9 (H): 0.1844, atom 10 (H): 0.1984, atom 11 (H): 0.2113, atom 12 (H): 0.1827, atom 13 (H): 0.2182, atom 14 (H): 0.2142, atom 15 (H): 0.1984, atom 16 (H): 0.2298, atom 17 (H): 0.2069


Entry 6:
C5H9N3 | ωB97M-V/def2-TZVPD

Computed properties:
**E_HOMO**: -8.20 eV
**F_max**: 5.90 eV Å⁻¹
**Energy above the lowest of the compared OMol25 structures with the same formula, charge and spin**: 314.8 kJ/mol
**Structure (SMILES)**: C=C1CNC(CN)=N1

```
! RIJCOSX wB97M-V def2-TZVPD def2/J DEFGRID3
* xyz 0 1
N 2.7653 0.2312 -0.2606
N -0.0201 0.9455 0.5276
N -0.5375 -0.9584 -0.3407
C -1.2427 1.3349 -0.1915
C -1.6824 -0.2214 -0.2918
C -2.9738 -0.7999 -0.0197
C 1.8664 -0.8917 0.2764
C 0.4496 -0.3530 0.0455
H 1.8599 -1.7295 -0.3308
H 2.6779 0.4122 -1.2964
H -2.9793 -1.8469 0.4047
H -2.0110 1.8504 0.3696
H -1.1373 1.7695 -1.2109
H 3.7015 -0.0124 -0.2191
H 0.7674 1.5574 0.6919
H -3.8326 -0.1444 0.5456
H 2.3287 -1.1435 1.3003
*
```

Partial charges, natural (NBO), in e: atom 1 (N): -0.8455, atom 2 (N): -0.6492, atom 3 (N): -0.5138, atom 4 (C): -0.2711, atom 5 (C): 0.1998, atom 6 (C): -0.4752, atom 7 (C): -0.2677, atom 8 (C): 0.4526, atom 9 (H): 0.2046, atom 10 (H): 0.3575, atom 11 (H): 0.2150, atom 12 (H): 0.2178, atom 13 (H): 0.1906, atom 14 (H): 0.3539, atom 15 (H): 0.3945, atom 16 (H): 0.2063, atom 17 (H): 0.2298


- Look up the energy above the lowest of the compared OMol25 structures with the same formula, charge and spin of the second one.
  350.6 kJ/mol


- Which formula does entry 5 have?
  C5H9N3


What did the fifth record say?
C5H9N3 | ωB97M-V/def2-TZVPD

Computed properties:
**E_HOMO**: -7.87 eV
**F_max**: 8.94 eV Å⁻¹
**Energy above the lowest of the compared OMol25 structures with the same formula, charge and spin**: 713.1 kJ/mol
**Structure (SMILES)**: C=N/N=C\N1CCC1

```
! RIJCOSX wB97M-V def2-TZVPD def2/J DEFGRID3
* xyz 0 1
N 0.5049 0.7301 -0.1284
N -1.7670 -0.1214 -0.4174
N -1.6799 1.3999 -0.1371
C -2.9961 -0.5505 0.1613
C 1.8928 -0.8594 -0.0015
C -0.3482 1.6800 0.0990
C 1.9288 0.7211 -0.0324
C 0.2390 -0.8248 -0.0105
H -3.0946 -1.8036 -0.0645
H 0.2268 2.6123 0.3126
H 2.2812 -1.4635 -0.9213
H 2.2394 1.1983 -0.9867
H -3.8957 0.1294 0.4342
H -0.0386 -1.4269 0.9241
H 2.3393 1.4169 0.6031
H -0.2360 -1.5176 -0.7044
H 2.4041 -1.3202 0.8699
*
```

Partial charges, natural (NBO), in e: atom 1 (N): -0.3940, atom 2 (N): -0.3046, atom 3 (N): -0.4307, atom 4 (C): -0.1159, atom 5 (C): -0.4330, atom 6 (C): 0.2689, atom 7 (C): -0.2290, atom 8 (C): -0.2060, atom 9 (H): 0.1844, atom 10 (H): 0.1984, atom 11 (H): 0.2113, atom 12 (H): 0.1827, atom 13 (H): 0.2182, atom 14 (H): 0.2142, atom 15 (H): 0.1984, atom 16 (H): 0.2298, atom 17 (H): 0.2069